A structure of composition C32H29BrN3O2ReSeSi at a distorted geometry, computed with wB97M-V/def2-TZVPD.

The net charge is +2. The energy is -6894.37404 Eh. Its energy above the lowest of the compared OMol25 structures with the same formula, charge and spin is 18.57 kJ/mol.

Last column: Mulliken charge in e.
Cartesian coordinates (Å):
1 Re -0.27030 -0.01326 -0.84162  0.65
2 Br 2.71203 0.83957 6.06894  -0.12
3 C 1.78612 1.02714 4.45439  -0.13
4 C 0.49981 1.54717 4.44906  -0.96
5 C -0.18451 1.66928 3.25006  -0.14
6 C 0.41785 1.27542 2.06090  -0.02
7 C 1.69662 0.74527 2.07351  0.17
8 C 2.38682 0.62911 3.26698  -1.12
9 N -0.31203 1.40720 0.81303  0.25
10 C -1.05120 2.44193 0.67805  0.05
11 C -1.84370 2.59869 -0.52922  0.25
12 C -2.70819 3.65494 -0.71854  -0.90
13 C -3.43410 3.71331 -1.90227  -0.43
14 C -3.24054 2.72294 -2.84479  -0.93
15 C -2.34127 1.69567 -2.58795  -0.22
16 N -1.65992 1.62330 -1.44159  -0.17
17 H 0.03047 1.84680 5.37571  0.46
18 H -1.20487 2.03301 3.26369  0.60
19 H 2.16254 0.43768 1.15230  -0.32
20 H 3.39277 0.23056 3.28008  0.57
21 H -1.06992 3.21961 1.43419  0.80
22 H -2.81133 4.41352 0.04556  0.53
23 H -4.12887 4.52245 -2.08179  0.48
24 H -3.77082 2.73159 -3.78672  0.47
25 H -2.14617 0.93344 -3.32702  0.67
26 O -2.18193 -1.76565 -3.91406  -0.54
27 C -1.85441 -1.42651 -2.81969  -0.09
28 O -0.72349 -0.71542 -2.59467  -0.83
29 C -2.67438 -1.70970 -1.59413  1.01
30 C -3.77456 -2.56575 -1.69174  -1.13
31 C -4.50422 -2.79898 -0.56178  -0.64
32 C -4.13418 -2.18005 0.64950  1.07
33 C -4.86828 -2.38769 1.84532  -0.92
34 C -4.47715 -1.79759 3.00806  -0.76
35 C -3.31722 -0.98793 3.02889  -0.73
36 C -2.59400 -0.76426 1.89370  0.15
37 C -2.99690 -1.34083 0.66881  -0.37
38 N -2.28517 -1.10989 -0.48336  0.34
39 H -4.00455 -3.00937 -2.64965  0.60
40 H -5.36112 -3.46122 -0.57994  0.50
41 H -5.74222 -3.02577 1.81309  0.44
42 H -5.03996 -1.95475 3.91797  0.42
43 H -2.99434 -0.54891 3.96433  0.52
44 H -1.69197 -0.17474 1.93404  0.38
45 C 3.96012 -1.32017 -0.27647  -0.69
46 Si 2.86451 -2.74381 0.14885  0.40
47 C 2.62253 -4.00072 -1.16961  -1.10
48 C 2.93636 -3.35930 1.88525  -1.05
49 Se 0.60247 -1.89367 0.20930  -0.16
50 H 5.01291 -1.61660 -0.24847  0.53
51 H 3.83598 -0.49787 0.42742  0.13
52 H 3.74520 -0.96317 -1.28573  0.18
53 H 3.50879 -4.63900 -1.23901  0.40
54 H 2.47291 -3.52450 -2.13956  0.34
55 H 1.76814 -4.64512 -0.95737  0.37
56 H 3.66523 -4.16776 1.98597  0.41
57 H 1.96602 -3.75014 2.19389  0.39
58 H 3.22158 -2.56017 2.57218  0.27
59 C 1.19605 0.72482 -1.40110  0.82
60 C 2.32504 1.41443 -1.91927  0.67
61 C 2.46758 1.47375 -3.31430  -0.28
62 C 3.51438 2.19460 -3.85724  -0.81
63 C 4.40333 2.85759 -3.01856  -0.43
64 C 4.27169 2.78966 -1.63476  -1.03
65 C 3.23599 2.06631 -1.07603  0.18
66 H 1.76398 0.94750 -3.94762  0.59
67 H 3.64046 2.24151 -4.92999  0.45
68 H 5.20870 3.43890 -3.44843  0.44
69 H 4.98052 3.29982 -0.99721  0.47
70 H 3.12230 2.01185 -0.00175  0.58

Atomic forces in eV per Å
-0.14 -0.26 -0.09
0.05 0.00 0.09
-0.03 0.00 -0.04
-0.02 0.02 -0.06
-0.04 -0.03 0.11
-0.19 -0.02 -0.16
0.10 0.06 0.04
0.00 0.00 -0.04
-0.09 -0.09 0.32
-0.04 0.17 -0.13
0.06 -0.12 0.13
-0.06 0.08 -0.03
0.00 0.04 0.03
0.00 -0.03 -0.05
0.11 0.07 0.07
-0.13 0.13 -0.11
0.00 -0.02 0.00
0.00 -0.01 0.00
-0.01 -0.04 -0.04
-0.01 0.02 0.00
0.00 -0.01 0.01
-0.01 -0.01 0.00
0.01 0.00 0.00
0.01 0.00 0.00
0.00 -0.01 -0.01
0.02 -0.04 -0.09
0.17 0.10 0.09
-0.49 -0.11 -0.18
0.07 0.04 0.00
0.00 0.03 -0.04
-0.02 -0.01 0.02
-0.13 -0.06 0.04
0.01 -0.01 -0.05
0.07 0.05 0.02
-0.05 -0.03 0.04
-0.01 -0.01 -0.05
0.09 0.05 -0.10
-0.17 -0.17 0.27
-0.01 0.00 0.01
-0.01 0.02 0.00
0.01 0.00 0.00
0.02 0.00 0.00
0.00 -0.01 0.00
0.00 -0.01 0.00
0.26 -0.07 -0.12
-0.48 0.52 0.06
0.14 -0.21 -0.13
0.21 -0.13 0.12
-0.20 -0.32 0.27
-0.02 -0.01 0.00
0.06 0.00 0.00
0.03 0.02 0.05
-0.03 0.00 -0.02
-0.01 -0.02 -0.01
0.02 -0.01 0.00
0.01 0.04 0.02
0.02 -0.04 0.02
-0.03 -0.02 0.02
1.08 0.57 -0.09
-0.29 -0.17 -0.11
0.05 -0.02 -0.05
-0.01 -0.02 0.02
0.03 0.03 -0.04
-0.03 -0.05 0.02
0.03 0.07 -0.02
0.00 0.03 0.00
-0.01 0.02 0.00
0.01 -0.04 0.01
-0.01 0.01 0.00
0.00 0.04 -0.01

=====

A cluster of 2 separate species, CH3N2PS in total at a distorted geometry, computed with wB97M-V/def2-TZVPD.

The energy is -888.91354 Eh. As for the SMILES: [H]/N=P\S.C#N. Its energy above the lowest of the compared OMol25 structures with the same formula, charge and spin is 141.63 kJ/mol.

Last column: Mulliken charge in e.
Cartesian coordinates (Å):
1 C -2.75787 0.73812 0.08152  0.07
2 N -1.74527 0.44070 0.57612  -0.35
3 N 3.00199 0.35426 0.38140  -0.51
4 P 1.48219 0.36591 0.60624  0.39
5 S 0.79346 -0.97450 -0.90695  -0.32
6 H 3.30512 -0.39893 -0.27006  0.26
7 H -3.77909 0.73811 -0.28281  0.29
8 H -0.30052 -1.26366 -0.18547  0.17

Atomic forces in eV per Å
1.37 -1.40 1.14
-2.20 1.05 -1.07
1.09 -0.76 -0.38
-0.55 -0.08 -0.35
-0.32 -0.09 0.43
0.11 0.94 0.49
0.60 0.43 0.02
-0.09 -0.07 -0.28

=====

An isolated molecule of C6H10O at a distorted geometry, computed with wB97M-V/def2-TZVPD.

The energy is -309.67829 Eh. Its energy above the lowest of the compared OMol25 structures with the same formula, charge and spin is 430.80 kJ/mol.

Last column: Mulliken charge in e.
Cartesian coordinates (Å):
1 C 1.93529 0.40038 -0.10294  -1.25
2 C 1.03302 -0.79432 0.07494  0.38
3 C -0.07417 -0.67655 1.14791  -0.86
4 C -0.98691 -0.25660 -0.04590  1.00
5 O -2.27496 -0.79431 -0.13888  -0.55
6 C -0.84132 1.25304 -0.26651  -1.35
7 C 0.02258 -0.86202 -0.95824  -0.97
8 H 1.96134 0.94759 -1.04875  0.33
9 H 2.91524 0.29789 0.33211  0.36
10 H 0.24431 1.49020 -0.22378  0.33
11 H 1.70154 -1.67332 0.14320  0.45
12 H 0.11273 0.04168 1.95483  0.28
13 H -0.38000 -1.65017 1.53832  0.32
14 H -2.88640 -0.20523 0.31452  0.34
15 H -1.28411 1.53904 -1.22681  0.33
16 H -1.26249 1.84629 0.54943  0.43
17 H 0.06433 -0.90359 -2.04346  0.41

Atomic forces in eV per Å
0.87 -0.62 -0.27
1.85 -0.10 0.22
-0.06 0.07 0.02
0.27 0.28 -0.14
-0.33 0.30 0.08
-0.15 0.25 0.27
-1.13 -0.55 -0.84
-0.27 -0.12 0.27
0.30 0.17 0.34
-0.86 0.09 -0.26
-0.19 0.21 0.17
-0.21 -0.11 -0.15
0.13 0.12 -0.06
-0.09 0.00 0.02
0.15 0.05 0.18
-0.34 -0.06 -0.03
0.08 0.01 0.18

=====

A cluster of 5 separate species, C22H46ClFO14P2 in total, computed with wB97M-V/def2-TZVPD.

The energy is -3162.05160 Eh. As for the SMILES: CCCOCP([C@H](C)F)#P(O)Cl.CCOC(=O)OC.CCOC(=O)OC.CCOC(=O)OC.CCOC(=O)OC.

Last column: Mulliken charge in e.
Cartesian coordinates (Å):
1 C 0.36049 -1.29696 -0.55070  -0.99
2 C 0.86263 -1.14139 -1.99517  0.22
3 C 0.38947 0.10232 -2.75149  -0.12
4 O -0.72477 -0.11217 -3.61212  -0.41
5 C -1.92997 -0.53558 -3.02802  -0.26
6 P -3.12132 0.84688 -2.54771  -0.28
7 C -2.14821 1.92283 -1.37473  1.20
8 C -2.99843 2.78174 -0.45796  -0.31
9 F -1.37591 2.76983 -2.19137  -0.35
10 P -4.33187 -0.47968 -1.28406  0.06
11 O -3.51500 -0.48022 0.15041  -0.12
12 Cl -5.89128 0.77156 -0.80767  -0.24
13 H 0.07381 -0.33161 -0.12633  0.12
14 H 1.12777 -1.72015 0.09523  0.48
15 H -0.51947 -1.93892 -0.48293  0.22
16 H 0.58060 -2.02508 -2.57191  -0.51
17 H 1.95343 -1.10943 -1.96814  0.46
18 H 0.20580 0.92743 -2.06101  0.06
19 H 1.17556 0.44534 -3.42352  0.22
20 H -1.77209 -1.24123 -2.20376  0.12
21 H -2.47483 -1.07699 -3.80507  0.44
22 H -1.43056 1.34912 -0.78961  -0.40
23 H -3.89387 2.26232 -0.13414  -0.34
24 H -2.41442 3.02091 0.43269  -0.11
25 H -3.26277 3.71110 -0.95960  0.44
26 H -3.44710 -1.38415 0.49100  0.24
27 C -1.17816 4.91984 6.71375  -1.20
28 C -2.09086 4.08296 5.84667  -0.15
29 O -2.12812 4.55218 4.48334  -0.36
30 C -1.06559 4.24429 3.74531  0.87
31 O -0.10727 3.60867 4.10243  -0.58
32 O -1.26443 4.71155 2.51194  -0.37
33 C -0.21264 4.40304 1.59559  -0.70
34 H -1.47276 5.96905 6.67543  0.30
35 H -1.24387 4.57873 7.74722  0.38
36 H -0.14318 4.83404 6.38795  0.32
37 H -3.12419 4.16184 6.17780  0.36
38 H -1.80507 3.03138 5.85264  0.28
39 H -0.01187 3.33270 1.62011  0.28
40 H 0.70274 4.94555 1.82457  0.38
41 H -0.58452 4.69008 0.61630  0.22
42 C -4.73640 1.42519 2.44197  -1.13
43 C -3.36574 0.90950 2.81451  0.86
44 O -3.35476 0.28029 4.11082  -0.32
45 C -3.86985 -0.94405 4.14975  0.71
46 O -4.27408 -1.57913 3.20842  -0.55
47 O -3.84479 -1.36769 5.41380  -0.35
48 C -4.40032 -2.67141 5.61266  -0.64
49 H -5.10560 2.10909 3.20747  0.35
50 H -4.68087 1.96068 1.49513  0.29
51 H -5.44503 0.60581 2.33135  0.28
52 H -2.65667 1.73071 2.91454  -0.12
53 H -2.98320 0.21236 2.06991  -0.11
54 H -3.91151 -3.39999 4.96952  0.30
55 H -5.46908 -2.66463 5.40533  0.29
56 H -4.22126 -2.90662 6.65702  0.22
57 C 7.06734 2.11710 -0.69446  -1.09
58 C 5.80446 2.71098 -1.27603  -0.16
59 O 5.70575 2.49309 -2.69608  -0.38
60 C 5.35131 1.26452 -3.06160  0.83
61 O 5.07253 0.35443 -2.32244  -0.57
62 O 5.34183 1.20996 -4.39217  -0.35
63 C 5.00021 -0.07105 -4.93221  -0.48
64 H 7.94447 2.51286 -1.20721  0.29
65 H 7.13849 2.37379 0.36280  0.36
66 H 7.06699 1.03251 -0.78651  0.31
67 H 5.80144 3.79437 -1.17601  0.29
68 H 4.91274 2.31435 -0.79127  0.29
69 H 4.04170 -0.40952 -4.54409  0.14
70 H 5.76862 -0.80277 -4.68877  0.29
71 H 4.94385 0.07301 -6.00635  0.23
72 C 3.38222 -7.38806 -2.10251  -1.09
73 C 3.73478 -6.03798 -2.68457  -0.17
74 O 2.85790 -5.66727 -3.76576  -0.39
75 C 1.65020 -5.24727 -3.40120  0.83
76 O 1.25287 -5.11293 -2.27160  -0.58
77 O 0.95090 -4.97478 -4.50333  -0.36
78 C -0.38954 -4.54572 -4.25186  -0.16
79 H 3.38657 -8.15101 -2.88150  0.29
80 H 4.11667 -7.66209 -1.34474  0.36
81 H 2.39841 -7.36761 -1.63720  0.31
82 H 4.72177 -6.05670 -3.14198  0.30
83 H 3.71722 -5.25517 -1.92690  0.29
84 H -0.39437 -3.69923 -3.56841  -0.13
85 H -0.98362 -5.35826 -3.83670  0.32
86 H -0.79242 -4.24744 -5.21486  0.22

Atomic forces in eV per Å
-0.19 0.14 -0.06
-0.01 -0.03 0.21
0.09 -0.09 0.03
-0.11 0.08 -0.06
-0.03 -0.10 0.17
-0.03 0.40 -0.42
-0.02 -0.08 0.17
0.37 -0.04 0.10
0.04 -0.02 0.03
0.22 -0.31 0.10
0.15 -0.26 -0.47
-0.24 0.08 -0.11
0.08 0.03 0.03
-0.02 -0.07 -0.01
0.02 -0.03 0.00
0.19 0.02 -0.07
0.00 -0.01 -0.09
-0.09 0.03 0.04
-0.04 -0.06 -0.08
0.15 0.07 0.02
0.00 -0.04 0.02
-0.08 -0.18 0.00
0.01 0.09 -0.18
-0.10 0.15 0.00
-0.14 -0.07 -0.06
-0.20 0.14 0.18
0.04 0.07 -0.07
-0.07 -0.08 0.12
0.06 0.09 -0.01
-0.17 -0.26 0.01
0.05 0.05 0.03
0.05 0.17 0.03
-0.04 -0.20 -0.24
-0.02 -0.01 0.03
-0.01 0.00 0.01
0.00 -0.03 0.01
-0.01 0.01 -0.03
0.06 0.02 -0.04
0.09 0.01 -0.04
-0.05 0.03 0.12
0.02 0.04 0.00
-0.04 -0.03 0.20
0.22 0.16 -0.16
-0.14 -0.08 0.12
0.22 0.15 0.11
-0.03 -0.11 -0.15
-0.06 0.00 -0.05
0.02 -0.03 0.04
0.02 0.03 0.00
-0.09 -0.06 0.25
0.02 0.00 -0.05
0.00 0.01 0.06
-0.07 0.14 0.23
0.00 0.00 -0.01
0.00 0.00 -0.02
-0.01 0.00 0.00
0.04 -0.04 -0.09
-0.05 0.09 0.12
0.06 -0.02 -0.02
-0.06 0.01 0.00
-0.03 -0.04 0.02
0.02 0.01 -0.01
-0.02 0.01 -0.04
0.00 0.02 0.03
0.00 0.01 0.00
-0.03 0.00 0.02
-0.01 0.00 -0.03
0.02 -0.06 -0.03
0.00 0.00 0.01
-0.01 -0.01 0.02
0.01 0.00 0.00
-0.08 -0.02 -0.06
0.15 0.03 0.07
-0.04 -0.07 -0.02
0.05 0.11 0.01
-0.02 -0.02 0.02
-0.01 -0.07 0.01
-0.09 0.11 -0.09
0.03 -0.01 0.01
0.01 0.00 0.00
0.01 0.02 0.02
-0.01 0.01 -0.03
-0.07 -0.01 0.00
-0.05 -0.03 0.01
0.04 0.00 0.06
0.04 -0.02 -0.02